Entry 1:
The following is a DFT calculation (the ωB97M-V functional and the def2-TZVPD basis) of a molecular structure, C6H13NO in a non-equilibrium geometry.

XYZ file:
```
21
Properties=species:S:1:pos:R:3:forces:R:3
O 1.786121 -0.133258 0.903261 -0.274 0.197 -0.008
N -1.587610 -0.975634 1.439315 -0.274 0.509 -0.555
C 0.810518 -1.352750 -1.797850 -0.423 -0.123 -0.141
C 0.175217 -0.220745 -0.998550 -1.853 0.190 0.509
C 0.509428 -0.161406 0.406857 -0.456 0.781 0.494
C -0.496684 0.952845 2.431617 0.205 -0.281 0.122
C 0.172232 1.088568 -1.799322 0.356 0.003 0.154
C -0.618756 0.078266 1.203979 1.528 -0.269 1.644
H -0.266449 0.351958 3.315038 -0.071 0.010 0.067
H 0.294461 1.692010 2.316210 -0.055 0.033 -0.080
H -0.265165 1.907927 -1.229109 0.046 -0.011 0.037
H 0.229197 -1.555110 -2.699893 0.052 -0.043 -0.014
H -1.035409 0.065790 -0.388295 1.308 -1.172 -2.254
H -1.438688 1.473736 2.620568 -0.001 -0.016 -0.029
H -2.510931 -0.590407 1.609769 -0.035 0.044 -0.002
H -0.398462 0.975609 -2.723564 0.024 -0.079 0.042
H 1.824001 -1.096450 -2.132577 -0.053 0.108 0.054
H -1.663493 -1.595664 0.641025 0.070 -0.092 -0.015
H 1.195204 1.365332 -2.081785 -0.009 0.085 -0.042
H 2.410417 0.002337 0.179945 -0.057 0.117 0.032
H 0.874850 -2.272953 -1.216639 -0.029 0.008 -0.016
```
Positions in Å, forces in eV/Å.

- Total charge: 0
- HOMO energy: -0.267 Eh
- Spin multiplicity: 1
- Largest force on an atom: 2.86 eV/Å
- Kohn-Sham gap: 0.2943 hartree
- Relative energy (zero: lowest compared OMol25 entry of this formula, charge and spin): 4.380 eV
- Total energy: -366.27295 hartree
- LUMO: 0.7 eV

Formally, the Löwdin partial charges of the atoms, in units of the elementary charge, are as follows: O 0.077; N 0.053; C -0.066; C -0.387; C -0.331; C -0.055; C -0.084; C -0.367; H 0.080; H 0.074; H 0.079; H 0.076; H 0.205; H 0.075; H 0.076; H 0.076; H 0.078; H 0.079; H 0.075; H 0.110; H 0.078

Entry 2:
The following is a DFT calculation (the ωB97M-V functional and the def2-TZVPD basis) of a molecular structure, C27H54Cl2N3O4PrSi2 in a non-equilibrium geometry.

XYZ file:
```
93
Properties=species:S:1:pos:R:3:forces:R:3
Pr 1.061466 0.955456 0.765508 -1.886 -2.105 -0.411
Cl -0.135190 2.101607 -1.312230 -0.508 2.066 -1.874
Cl 2.738739 2.997934 0.711093 0.206 0.361 0.231
Si -0.044036 4.231555 -1.910846 0.151 -1.216 1.020
Si -2.876484 0.356293 2.505081 0.651 -0.145 -1.571
O -0.052469 -0.428545 -1.932320 1.534 0.444 1.055
O 2.782523 -0.275197 -0.250166 0.950 -1.155 -0.630
O 0.889986 -1.206783 1.794036 -0.623 -1.658 0.384
O 0.550979 1.824518 2.885059 -0.515 2.066 0.543
N 3.258184 -1.160942 -2.292782 0.410 -0.062 0.426
N 0.697895 -3.243169 2.805261 0.110 -0.023 -0.101
N 0.670293 3.858897 3.886383 0.207 0.465 0.509
C -0.383433 -5.173087 -0.232296 0.132 -0.224 0.031
C 0.570261 -3.228482 -1.294461 0.318 -0.474 0.248
C -1.799694 -0.126056 3.979254 0.160 0.020 0.339
C 1.663310 3.403479 4.859887 -0.125 0.033 -0.032
C -1.662623 -4.621283 -0.366678 -0.025 -0.013 0.071
C -0.702332 -2.716503 -1.481103 -0.474 0.749 -0.999
C 2.835739 0.040511 -3.013065 -0.364 0.222 -0.140
C -0.894715 4.450679 -3.544904 -0.069 -0.046 -0.268
C -1.955058 0.376120 0.889586 0.872 0.445 0.389
C -0.683741 -1.533324 -3.829843 0.484 -1.924 0.435
C -4.317430 -0.864679 2.530818 -0.381 -0.030 0.299
C -1.126590 -0.311964 -4.563241 0.152 0.569 -0.191
C 0.258027 5.255717 3.933237 -0.304 0.065 -0.220
C -3.583304 2.073723 2.847508 -0.222 0.201 0.207
C 0.194879 3.042568 2.976997 0.698 -1.836 -0.350
C -0.966476 4.992917 -0.477704 -0.197 0.321 -0.070
C 0.738344 -4.473955 -0.679602 0.017 0.503 -0.166
C -0.047379 -2.600925 -4.351272 -0.674 0.761 0.332
C 2.049091 -3.178511 3.350446 -0.046 -0.132 0.193
C -0.113570 -4.432872 3.052313 0.006 -0.109 -0.019
C 3.218581 -1.214077 -0.962281 -0.423 0.728 -0.277
C 0.401052 -2.665253 -5.764491 0.148 -0.091 -0.684
C 1.737525 4.742689 -1.933498 0.112 0.236 -0.120
C -1.827179 -3.380380 -0.979057 0.620 -0.029 -0.221
C 3.723083 -2.307498 -3.076181 -0.185 -0.065 0.203
C -0.864343 -1.424826 -2.316203 -1.140 0.289 0.275
C 0.251254 -2.278625 2.009240 0.645 1.410 -0.173
H -1.934537 -1.120197 -2.204820 -0.158 -0.242 0.282
H 3.606954 -2.159256 -0.521965 -0.231 0.530 -0.124
H -0.433895 -2.843988 -6.455581 0.170 0.020 -0.001
H -4.504451 2.237276 2.267689 0.246 -0.021 0.111
H -0.868100 4.396258 0.439809 0.016 0.141 -0.408
H 4.361510 -1.961532 -3.898096 -0.060 -0.082 0.313
H 1.132119 5.920491 3.912707 -0.178 -0.263 -0.077
H 4.284682 -2.972456 -2.408961 -0.056 0.085 -0.287
H 2.020794 2.422726 4.541181 -0.001 0.234 0.147
H 2.414130 3.906724 -2.141385 -0.155 0.167 0.047
H -0.541808 5.986552 -0.290379 -0.213 -0.016 0.048
H -0.216086 4.246837 -4.387080 -0.206 0.009 0.271
H 3.331311 0.041597 -3.989061 0.025 0.059 0.236
H -0.761171 0.201552 3.852280 -0.250 -0.112 0.018
H 2.879334 -2.869333 -3.507192 0.139 0.266 0.131
H 1.743907 0.033945 -3.152435 0.110 -0.123 0.218
H -1.750447 -0.583355 0.382748 -0.132 0.132 0.234
H -1.805388 -1.211803 4.143462 0.008 0.104 0.003
H -2.035041 5.092413 -0.715563 0.236 0.014 0.176
H 2.484973 4.126409 4.896445 -0.110 -0.172 -0.093
H 0.267032 -5.304488 2.496344 -0.062 0.339 0.161
H -2.368031 1.054712 0.121760 -0.042 -0.212 0.362
H 2.005338 5.157612 -0.954638 0.041 -0.157 -0.235
H 3.100196 0.942607 -2.442467 0.037 -0.364 -0.129
H -0.241727 -6.166189 0.202112 -0.189 0.281 -0.087
H -2.798424 -2.905958 -1.130603 0.162 -0.297 0.124
H -3.960754 -1.901913 2.439850 -0.044 0.226 -0.018
H -1.139462 -4.227938 2.720171 0.306 -0.144 0.125
H 2.023471 -3.443495 4.414366 0.001 0.111 -0.196
H 2.711525 -3.891715 2.839184 -0.193 0.153 0.032
H -0.320815 5.469502 4.842370 0.137 -0.118 -0.204
H 1.426315 -2.660434 -1.679536 -0.598 -0.308 0.168
H -4.880144 -0.786824 3.474959 0.031 -0.118 -0.168
H -2.221370 -0.161974 -4.547383 0.333 -0.312 0.148
H -0.691657 0.551646 -4.036660 -0.128 -0.130 -0.191
H 1.117797 -3.480302 -5.905465 -0.011 0.133 -0.109
H 1.752083 -4.877970 -0.604639 -0.373 -0.104 0.134
H -2.878549 2.872745 2.579827 -0.086 -0.138 0.016
H -0.729485 -2.470019 1.554285 0.105 0.225 0.006
H 1.214042 3.336719 5.858936 0.045 -0.031 -0.220
H -0.372762 5.451156 3.050885 0.248 0.075 0.404
H -0.511828 3.478904 2.257108 0.030 -0.134 0.231
H 1.888051 5.516358 -2.697785 0.004 -0.087 0.089
H 0.878681 -1.718345 -6.053620 -0.042 -0.280 -0.121
H -0.818069 -0.286745 -5.614261 0.006 -0.068 0.177
H 2.436006 -2.164290 3.226247 -0.106 -0.256 0.031
H 0.142625 -3.482591 -3.733709 -0.013 0.388 -0.074
H -3.835592 2.191373 3.912699 0.006 0.018 -0.226
H -1.791136 3.828574 -3.656559 0.202 0.104 0.080
H -2.541040 -5.169607 -0.024832 0.247 0.058 0.010
H -0.115597 -4.677905 4.126389 -0.007 0.227 -0.338
H -2.186626 0.348218 4.893164 0.050 -0.185 -0.062
H -5.017583 -0.674220 1.704030 0.207 -0.040 0.177
H -1.206457 5.504252 -3.613791 0.071 -0.199 -0.015
```
Positions in Å, forces in eV/Å.

- Total charge: 0
- HOMO energy (alpha / beta): -0.205 / -0.206 Eh
- Spin multiplicity: 3
- Largest force on an atom: 2.86 eV/Å
- Kohn-Sham gap (alpha / beta): 0.2168 / 0.2174 hartree
- Expectation value of S²: 2.00
- Total energy: -3542.94232 hartree
- LUMO (alpha / beta): 0.3 / 0.3 eV

Formally, the Löwdin partial charges of the atoms, in units of the elementary charge, are as follows: Pr 0.596; Cl 0.483; Cl 0.053; Si 0.314; Si 0.361; O -0.344; O -0.191; O -0.164; O -0.227; N -0.149; N -0.150; N -0.148; C -0.134; C -0.059; C -0.192; C 0.000; C -0.097; C -0.163; C -0.004; C -0.200; C -0.291; C -0.236; C -0.215; C -0.046; C -0.021; C -0.195; C -0.282; C -0.197; C -0.089; C -0.137; C -0.014; C -0.034; C -0.253; C -0.127; C -0.237; C -0.031; C -0.028; C -0.476; C -0.224; H 0.130; H 0.160; H 0.075; H 0.027; H -0.002; H 0.093; H 0.098; H 0.090; H 0.093; H 0.018; H 0.036; H 0.040; H 0.090; H -0.002; H 0.087; H 0.079; H -0.053; H 0.016; H 0.043; H 0.098; H 0.083; H -0.052; H 0.005; H 0.097; H 0.096; H 0.118; H 0.013; H 0.093; H 0.093; H 0.098; H 0.099; H 0.088; H 0.019; H 0.090; H 0.066; H 0.061; H 0.099; H 0.001; H 0.146; H 0.102; H 0.094; H 0.127; H 0.036; H 0.067; H 0.066; H 0.090; H 0.095; H 0.021; H 0.038; H 0.101; H 0.095; H 0.023; H 0.023; H 0.039